Here is a structure of composition C5H7NO from the OMol25 dataset. Energies are from the ωB97M-V functional and the def2-TZVPD basis.

As for the spin multiplicity: 1. As for the largest force on an atom: 0.45 eV/A. As for the HOMO energy: -9.107 eV. The LUMO energy comes out at 0.02679 Ha. The value obtained for the energy above the lowest of the compared OMol25 structures with the same formula, charge and spin is 61.31 kcal/mol.

Geometry as XYZ:
```
14
Properties=species:S:1:pos:R:3:forces:R:3:lowdin_charge:R:1
C 1.663356 0.457371 -0.107281 0.066 0.051 -0.009 -0.046
N -1.773823 -0.127195 -0.558667 -0.068 0.020 -0.178 0.056
H 1.360884 1.509389 -0.071501 0.030 -0.149 -0.007 0.089
H 0.790386 -1.509703 0.039719 -0.057 0.112 -0.003 0.163
H -0.146336 -0.307932 2.245898 -0.079 0.025 -0.165 0.118
C -0.459816 -0.243207 1.206918 -0.001 -0.130 0.081 -0.114
O -0.279719 -0.340811 -2.323915 -0.107 0.003 0.432 0.083
H 2.386168 0.279543 0.694924 -0.113 0.023 -0.112 0.081
C -0.528310 -0.317485 -1.140033 0.029 -0.011 -0.169 -0.439
H 2.152074 0.276889 -1.068955 -0.067 0.031 0.145 0.084
C 0.453295 -0.463411 0.028765 -0.024 -0.005 -0.044 -0.264
H -2.593192 0.023625 -1.128122 0.107 -0.025 0.091 0.141
H -1.222500 0.882117 1.346621 0.021 0.159 0.052 0.167
C -1.802469 -0.119192 0.835628 0.262 -0.105 -0.117 -0.119
```
Forces are in eV/Å.

Here is a structure of composition C25H23Cl4N3O8S2Sc at a distorted geometry from the OMol25 dataset. Energies are from the ωB97M-V functional and the def2-TZVPD basis.

As for the spin multiplicity: 1. As for the largest force on an atom: 1.67 eV/A. As for the HOMO energy: -4.790 eV. The LUMO energy comes out at 0.07982 Ha. As for the charge: -1.

Geometry as XYZ:
```
66
Properties=species:S:1:pos:R:3:forces:R:3:lowdin_charge:R:1
Cl -3.229511 -2.872828 3.662467 0.016 -0.062 -0.050 0.702
H 3.722392 0.354236 -6.115910 0.000 0.017 0.007 0.096
C -0.901173 -2.124304 -2.093562 0.211 -0.004 0.219 -0.072
C 2.943396 -0.084090 3.300055 -0.088 -0.108 0.127 -0.263
C -1.828036 2.292819 -2.720499 -0.017 0.199 -0.093 -0.217
H 4.134843 0.565838 -1.854587 -0.016 -0.040 0.021 0.095
C 4.082986 0.460820 -4.001430 0.018 -0.003 -0.021 -0.083
O -2.042568 -1.415617 -1.589432 0.006 -0.029 0.084 -0.176
H -0.466677 -1.508029 -2.879073 -0.014 0.017 -0.017 0.116
Cl -4.756030 1.934710 5.629180 -0.049 0.084 0.077 0.635
N 3.075456 0.096455 1.864484 0.032 0.193 -0.356 -0.128
C 2.132426 0.573183 -2.588494 -0.064 0.012 -0.171 -0.106
H 3.286370 -2.229275 3.316699 -0.022 -0.008 -0.012 0.069
O -2.239474 1.411856 1.235848 -0.575 0.395 0.463 -0.237
H -2.401524 -3.037685 -0.322711 0.041 0.034 -0.016 0.151
H 4.702648 1.639259 0.268699 0.011 0.038 -0.014 0.059
C 2.046760 0.495270 1.081639 -0.223 -0.430 0.282 -0.673
Cl -4.564839 -1.168453 5.943384 -0.045 -0.053 0.063 0.629
C 1.333776 0.535560 -3.727664 -0.046 -0.032 0.035 -0.035
H 4.900446 -0.872881 1.991340 -0.074 -0.058 0.015 0.111
N -2.322255 1.868793 -1.514157 0.246 -0.412 0.124 -0.035
H 6.201591 0.762441 0.646110 -0.017 -0.005 -0.002 0.069
C 1.493543 0.622989 -1.227820 0.184 0.166 0.422 -0.404
H 3.904289 0.164377 3.758102 0.000 0.046 -0.023 0.114
C -3.448109 1.609036 3.280230 0.077 -0.046 -0.156 -0.605
C -3.778397 -1.423966 0.028370 -1.204 0.186 -1.143 -0.560
O -2.312524 -1.222635 1.353252 0.357 0.174 0.878 -0.181
H 1.262142 0.441133 -5.868652 -0.012 -0.034 0.011 0.099
C -3.340941 -1.154714 3.517184 -0.005 0.067 0.052 -0.606
H 2.196078 0.612069 3.668960 0.048 0.053 0.037 0.062
H 2.408428 -1.616733 4.727650 -0.002 -0.009 0.002 0.072
C -4.000513 0.985713 4.400781 0.053 -0.192 -0.007 -0.717
H 5.160067 0.421344 -4.107138 0.001 0.015 0.015 0.098
C -2.820454 0.874558 2.269897 -0.292 -0.117 0.661 -0.396
H -0.808709 2.058127 -2.977755 -0.047 -0.028 0.025 0.085
Cl -3.522487 3.323662 3.090420 0.010 0.127 -0.021 0.682
O -0.022286 -1.544478 0.021459 0.287 -0.494 0.096 -0.106
C 4.376901 -0.229473 1.283153 0.063 0.160 -0.105 -0.213
H -5.224491 -1.610036 1.229805 -0.013 0.157 -0.022 0.129
H 4.223199 -0.784441 0.360836 0.014 -0.058 0.027 0.111
O 1.041068 -3.144010 -1.152206 0.035 0.069 -0.034 0.039
C 1.897545 0.464726 -4.992065 0.054 0.019 -0.018 -0.081
C -2.937232 -2.283408 -0.900196 -0.037 0.070 0.323 -0.086
H 0.258751 0.541259 -3.615393 0.029 -0.023 0.010 0.087
C -2.808882 -0.544614 2.391267 -0.123 -0.040 -0.240 -0.343
O -4.010171 -0.241900 -0.229178 0.188 -0.478 0.170 0.035
H -2.524909 3.472965 -4.435459 0.038 0.002 0.024 0.059
O -4.674979 -2.191843 0.688738 0.357 -0.166 0.149 0.103
C 3.276647 0.423733 -5.131063 0.000 -0.005 -0.043 -0.099
O 0.236712 0.765774 -1.190508 0.306 0.165 -0.652 -0.124
C 3.516222 0.536335 -2.740087 -0.008 0.041 0.030 -0.016
C -3.930890 -0.393770 4.535436 0.023 0.141 -0.078 -0.720
Sc -1.299180 0.124700 0.051086 0.516 0.245 -0.586 0.946
C -3.531780 2.286685 -1.324292 -0.266 0.293 -0.107 -0.451
N 2.344649 0.504117 -0.234815 0.250 -0.003 -0.230 0.115
H -3.620031 -2.766454 -1.605589 0.052 0.010 -0.073 0.149
C 2.533351 -1.511532 3.648685 0.019 0.073 -0.044 -0.070
C 0.160979 -2.314583 -0.973448 -0.348 -0.175 -0.302 -0.626
C -2.683419 3.034988 -3.464484 -0.120 0.022 0.042 -0.397
S 0.564691 0.921699 1.810701 -0.028 0.171 -0.080 0.821
H -4.111675 2.076628 -0.439288 0.087 -0.069 0.006 0.080
H 5.318230 1.612529 1.926646 0.031 0.007 -0.011 0.070
H -1.201636 -3.080845 -2.521798 0.004 -0.025 0.039 0.131
C 5.206903 1.025031 1.012911 -0.105 -0.113 0.080 -0.082
H 1.588163 -1.748065 3.159542 -0.001 -0.014 0.010 0.074
S -4.165848 3.225226 -2.616275 0.196 -0.132 0.103 1.016
```
Forces are in eV/Å.

Here is the molecule C7H14O2 at a distorted geometry from the OMol25 dataset. Energies are from the ωB97M-V functional and the def2-TZVPD basis.

As for the spin multiplicity: 1. As for the largest force on an atom: 6.52 eV/A. As for the HOMO energy: -8.993 eV. The LUMO energy comes out at 0.02550 Ha. The value obtained for the energy above the lowest of the compared OMol25 structures with the same formula, charge and spin is 57.69 kcal/mol.

Geometry as XYZ:
```
23
Properties=species:S:1:pos:R:3:forces:R:3:lowdin_charge:R:1
H -1.055198 -1.939965 -1.025612 -0.159 0.119 0.097 0.091
O 2.019304 -2.875500 0.488109 -1.242 2.160 0.976 0.022
H 2.235229 -1.096013 1.481911 -0.626 -0.117 0.234 0.144
C 0.006655 -0.605951 0.332209 -1.981 4.798 -3.941 -0.213
H -2.098905 -1.251428 0.259809 0.213 0.291 -0.169 0.070
O 2.203644 0.341939 -0.683723 -0.171 0.168 0.193 -0.019
H -0.587462 1.786358 1.685289 -0.029 0.066 -0.059 0.081
C -1.096586 -1.607463 0.015161 0.612 -0.767 0.270 -0.069
H 3.098502 -0.003840 -0.845892 -0.486 0.129 0.093 0.119
H -2.537657 0.869382 0.135999 -0.047 -0.007 -0.094 0.074
C -1.878053 1.140602 -0.691797 -0.032 -0.077 -0.023 -0.107
H -0.976883 -2.497398 0.643891 0.153 -0.063 -0.206 0.082
H 0.148236 1.246847 -1.227938 0.283 -0.613 0.207 0.119
C -0.409253 0.983713 -0.325313 -0.478 -0.883 1.558 -0.330
H 1.187486 -1.320304 -1.438258 -0.233 0.039 0.144 0.159
H 1.037849 1.941058 0.999173 -0.049 -0.091 -0.014 0.072
H -2.091809 2.186031 -0.945644 0.113 -0.087 0.065 0.079
C -0.027881 1.981157 0.765162 0.102 0.186 -0.163 -0.098
C 1.805438 -1.658332 0.629357 3.889 -2.621 -2.615 -0.252
H 0.039283 -0.414654 1.406832 0.683 -0.102 -0.193 0.128
H -2.130692 0.552351 -1.578128 -0.111 -0.092 0.183 0.079
H -0.243498 3.004454 0.435308 -0.030 -0.088 0.107 0.079
C 1.352253 -0.763043 -0.515905 -0.374 -2.346 3.350 -0.312
```
Forces are in eV/Å.

Here is a cluster of 2 separate species, CH3Cl2FSi in total at a distorted geometry from the OMol25 dataset. Energies are from the ωB97M-V functional and the def2-TZVPD basis.

As for the spin multiplicity: 1. As for the largest force on an atom: 3.97 eV/A. As for the HOMO energy: -8.044 eV. The LUMO energy comes out at 0.00217 Ha. The value obtained for the energy above the lowest of the compared OMol25 structures with the same formula, charge and spin is 162.01 kcal/mol.

Geometry as XYZ:
```
8
Properties=species:S:1:pos:R:3:forces:R:3:lowdin_charge:R:1
Cl 1.662372 0.411574 2.771817 1.199 0.948 0.367 0.217
F -1.876907 -1.892360 -0.793487 -0.411 -0.662 0.419 -0.134
Si -0.342689 0.378168 -0.688977 -1.156 -2.719 -2.125 0.321
H -1.036421 -1.333867 -2.489861 0.725 -0.101 -0.619 0.010
Cl -0.912265 1.372825 0.960991 -0.205 -0.180 0.278 0.235
H 0.803229 0.960407 -1.315399 0.652 0.355 -0.159 -0.095
C -0.881677 -1.243885 -1.431621 0.182 3.387 2.071 -0.363
H 2.584358 1.347138 2.986537 -0.984 -1.028 -0.232 -0.190
```
Forces are in eV/Å.

Here is a cluster of 2 separate species, C2H8O2 in total at a distorted geometry from the OMol25 dataset. Energies are from the ωB97M-V functional and the def2-TZVPD basis.

As for the spin multiplicity: 1. As for the largest force on an atom: 2.06 eV/A. As for the HOMO energy: -10.598 eV. The LUMO energy comes out at 0.02657 Ha. The value obtained for the energy above the lowest of the compared OMol25 structures with the same formula, charge and spin is 1.63 kcal/mol.

Geometry as XYZ:
```
12
Properties=species:S:1:pos:R:3:forces:R:3:lowdin_charge:R:1
H -1.048716 0.249834 1.813782 0.005 0.348 -0.267 0.087
H 0.186432 1.031395 -1.993257 -0.187 -0.172 -0.037 0.082
O 1.304860 -1.820558 0.975458 0.110 -0.502 -0.207 -0.073
H -0.434683 -0.577950 -1.754662 -0.420 -0.281 0.263 0.080
H 0.391715 -1.501553 0.906961 0.184 0.267 0.191 -0.004
H -0.114966 1.708143 0.357876 0.236 0.046 -0.279 0.113
H 1.759893 -1.229728 1.576215 -0.105 0.138 0.093 0.026
H 1.100889 -0.056123 -1.051853 -0.202 -0.251 0.444 0.071
C 0.066695 0.230598 -1.245563 1.161 1.197 -0.958 -0.099
C -0.645369 0.877111 -0.104445 -1.204 -0.926 1.387 -0.271
O -0.929867 -0.119277 0.933506 0.316 -0.234 -0.375 -0.121
H -1.636880 1.208106 -0.414018 0.107 0.372 -0.256 0.107
```
Forces are in eV/Å.

Here is the molecule C5H5F at a distorted geometry from the OMol25 dataset. Energies are from the ωB97M-V functional and the def2-TZVPD basis.

As for the spin multiplicity: 1. As for the largest force on an atom: 2.45 eV/A. As for the HOMO energy: -8.497 eV. The LUMO energy comes out at 0.03988 Ha. The value obtained for the energy above the lowest of the compared OMol25 structures with the same formula, charge and spin is 5.54 kcal/mol.

Geometry as XYZ:
```
11
Properties=species:S:1:pos:R:3:forces:R:3:lowdin_charge:R:1
C 0.690614 0.002406 0.059028 2.221 0.785 -0.239 -0.268
C 0.008503 1.139326 0.075906 0.224 0.673 -0.011 -0.043
H -2.534737 -0.993241 -0.271864 0.896 -0.453 0.452 0.100
H -2.189174 1.585731 -0.018377 0.731 -1.194 -0.246 0.116
C -1.536441 -0.577653 -0.069784 -0.766 2.323 0.135 -0.089
H 0.422579 2.149747 0.092832 -0.103 -0.481 -0.089 0.120
C -0.164096 -1.203248 0.087724 -0.484 -0.758 -0.483 -0.122
H -0.042372 -1.812841 1.007060 -0.143 0.482 -0.294 0.141
F 2.075561 0.004822 -0.092539 -1.628 -0.659 0.573 0.017
C -1.394085 0.792633 -0.026806 -1.135 -0.757 0.334 -0.099
H 0.036683 -1.893573 -0.733218 0.186 0.039 -0.131 0.127
```
Forces are in eV/Å.

Here is a cluster of 4 separate species, C19H37NO9PS in total at a distorted geometry from the OMol25 dataset. Energies are from the ωB97M-V functional and the def2-TZVPD basis.

As for the spin multiplicity: 1. As for the largest force on an atom: 2.74 eV/A. As for the HOMO energy: -12.391 eV. The LUMO energy comes out at -0.09202 Ha. As for the charge: +1.

Geometry as XYZ:
```
68
Properties=species:S:1:pos:R:3:forces:R:3:lowdin_charge:R:1
H -4.593973 2.559736 3.513412 2.711 0.320 0.025 0.135
H -1.162285 6.090289 3.285537 -1.144 -1.269 0.749 -0.104
C -2.541277 -2.970153 -5.297215 -1.419 0.815 1.410 -0.502
H 2.478000 1.303410 6.370900 -1.123 1.116 -2.083 0.097
S -1.733999 5.127589 4.165769 0.037 0.226 -1.180 0.589
H -2.309927 -3.520984 -7.921453 0.113 0.028 0.103 0.164
O -1.471003 -0.616948 1.152637 0.594 0.788 -1.346 0.069
C 2.962202 2.584581 4.439848 0.305 0.722 0.905 -0.249
O 3.801581 -2.183083 0.089314 -0.420 0.167 -1.045 0.097
H -0.425035 2.550589 4.121903 -0.348 -0.735 -0.708 -0.018
C -2.030343 -4.180711 -7.090499 0.350 -1.075 -1.027 -0.354
H 0.677443 1.142106 -1.453657 -0.059 -0.142 -0.115 0.144
H 1.339429 0.943784 4.886682 1.172 1.532 1.076 0.046
C -0.949895 -0.124703 -2.163966 0.466 0.058 -1.827 -0.326
C -3.429707 2.807256 3.595959 -0.028 0.865 -0.082 -0.286
C -0.412654 1.136932 -1.559318 0.265 0.738 -0.808 -0.100
N 0.280703 2.795663 1.624414 -0.013 -0.821 2.022 -0.231
H 1.121750 2.547843 5.863989 1.581 -1.315 -0.739 0.075
C -1.974505 -5.615798 -7.570550 -0.433 -0.270 0.148 -0.018
C -3.282064 4.423163 3.296079 -0.911 0.522 -0.524 -0.529
H 2.049379 1.538765 1.929342 -0.442 2.103 0.262 0.107
H -1.982681 0.005054 -2.510966 0.080 0.036 0.101 0.168
C 2.910889 -1.840310 1.137821 0.034 -0.386 1.327 -0.355
H -1.754835 -6.302737 -6.745280 0.066 0.205 -0.077 0.093
H -0.191094 0.543858 2.876693 -0.269 1.429 -0.117 0.052
H -2.945742 -5.917793 -7.977258 0.206 0.101 -0.040 0.091
H 4.276612 -2.269561 2.747881 -0.212 0.038 0.006 0.092
C 3.082070 -2.056205 -1.068184 1.200 -0.116 -2.300 -0.496
C -0.771383 -3.716999 -6.422712 0.852 -0.058 -0.520 -0.109
H -2.786407 2.143100 1.396173 0.655 -0.398 2.310 0.115
O 3.567194 -2.048096 -2.184799 -1.174 0.045 2.448 0.146
H 1.294665 4.102729 3.674801 1.975 -1.362 -0.553 0.092
H -3.102940 2.600972 4.724410 -0.662 0.324 -2.519 0.121
H 2.966964 -0.754399 1.284605 -0.088 0.021 -0.067 0.144
O -2.990889 -4.013115 -6.061200 0.166 1.084 0.949 0.093
O -1.241652 -2.665932 -5.598590 -1.019 0.106 0.446 0.034
H -0.309738 -4.476736 -5.783035 -0.124 -0.089 -0.146 0.146
H -4.201104 5.024827 3.758189 2.000 -1.507 -1.105 0.094
H 2.342372 3.160949 1.008841 -1.280 -1.131 1.910 0.139
O -0.973341 -1.000908 -1.049556 -0.490 0.733 2.152 0.100
H 0.927888 -0.870558 -2.948635 -0.173 0.183 0.014 0.079
H 2.563359 -2.303363 3.223874 0.033 0.027 -0.119 0.088
H -0.497721 -1.634565 -3.632844 -0.012 0.377 0.017 0.076
H 3.030644 4.313815 2.939728 -1.733 -1.780 0.765 0.125
C 1.585725 -2.248438 0.569206 -0.779 0.104 0.470 -0.104
O 1.744302 -1.941986 -0.804116 0.935 0.052 -0.504 0.038
H 3.277408 -3.639277 2.289974 -0.129 0.203 -0.059 0.098
O -3.208036 -2.391036 -4.459183 1.472 -1.071 -1.616 0.132
P -0.678118 1.921805 2.847320 0.000 0.851 -1.418 1.026
H 1.380931 -3.320325 0.662049 0.123 0.084 0.159 0.155
O -0.986108 1.113988 -0.264831 -0.619 -1.254 1.011 -0.002
C 2.238055 3.494455 3.284405 0.622 0.325 -0.300 -0.212
C 1.921412 1.798714 5.448063 0.084 -0.217 -0.234 -0.154
H 3.564341 3.346590 5.134099 -1.273 -1.674 -1.561 0.122
H -2.981840 0.766246 2.677257 1.493 2.264 -0.413 0.121
H -1.214643 -5.744244 -8.346211 -0.092 0.107 0.081 0.094
H 0.752954 -1.685316 1.000251 0.079 -0.152 -0.222 0.118
H -0.028684 -3.349534 -7.136702 -0.132 0.095 0.230 0.147
H -3.211408 4.683947 2.139116 -0.259 -0.767 2.506 0.097
H -0.061412 0.015358 -4.133178 -0.144 -0.052 0.118 0.104
C 3.268357 -2.551776 2.425872 0.521 -0.160 -0.017 -0.014
C -2.559079 1.870738 2.519705 -1.781 -0.194 0.529 -0.309
C -0.096324 -0.675917 -3.286740 0.189 -0.573 0.154 0.004
H -0.724309 2.030653 -2.107541 -0.028 -0.114 0.265 0.149
H 0.010531 3.798980 1.525743 0.055 -1.134 0.364 0.095
C 1.782919 2.678165 1.937729 0.665 0.527 -0.616 -0.251
H 3.787612 1.870341 3.962002 -1.988 1.436 0.973 0.123
C -1.171537 -0.205486 0.046626 -0.298 -0.938 -0.001 -0.515
```
Forces are in eV/Å.

Record-wise molecular weight values, in g mol⁻¹: 97.12, 744.37, 130.19, 133.03, 64.08, 84.09, 486.54